Entry 1:
# C4H8O2

A structure of composition C4H8O2 (the ωB97M-V functional and the def2-TZVPD basis, the OMol25 dataset).

```
14
Properties=species:S:1:pos:R:3:forces:R:3:lowdin_charge:R:1
C -1.884 -0.065 0.701 -0.121 -0.085 -0.026 -0.071
C 0.170 -0.365 -0.926 0.311 0.145 0.053 0.026
C 1.514 -0.837 -0.514 -0.136 -0.195 -0.230 -0.305
O 2.365 0.000 0.259 -0.096 0.041 0.223 -0.080
C -0.084 1.039 -0.538 -0.079 0.049 -0.073 -0.196
O -0.513 0.339 0.668 0.219 0.043 0.079 -0.203
H -2.011 -0.583 1.654 -0.082 0.123 -0.139 0.096
H -2.054 -0.749 -0.130 -0.257 0.105 0.117 0.081
H -2.541 0.809 0.641 0.066 -0.074 0.075 0.093
H 2.002 -0.991 -1.488 0.060 -0.034 0.058 0.127
H 1.425 -1.835 -0.058 0.056 0.166 -0.086 0.116
H 1.928 0.110 1.114 0.166 0.017 -0.093 0.083
H -0.909 1.577 -1.015 0.101 -0.177 0.029 0.114
H 0.748 1.704 -0.281 -0.208 -0.123 0.012 0.119
```
Forces are in eV/Å.

Results
- calculated total energy (Ha) = -307.5189
- HOMO-LUMO gap (Ha) = 0.3354


Entry 2:
# C4H8O2

An isolated molecule of C4H8O2 (the ωB97M-V functional and the def2-TZVPD basis, the OMol25 dataset).

```
14
Properties=species:S:1:pos:R:3:forces:R:3:lowdin_charge:R:1
C 1.500 0.907 0.010 0.142 0.223 0.098 -0.102
O 1.050 -0.286 -0.602 0.043 -0.050 -0.054 -0.208
C 0.266 -1.105 0.239 -0.073 -0.168 0.054 -0.221
C -1.158 -0.527 0.401 -0.034 0.137 0.070 -0.126
C -1.399 0.403 -0.769 -0.054 0.307 -0.006 -0.272
O -1.430 1.607 -0.670 -0.154 -0.503 -0.042 0.048
H 1.810 1.578 -0.794 0.026 -0.108 0.144 0.098
H 2.356 0.699 0.666 -0.092 0.034 -0.029 0.091
H 0.713 1.415 0.583 0.117 -0.139 -0.092 0.084
H 0.741 -1.237 1.223 -0.048 0.013 -0.136 0.123
H 0.230 -2.084 -0.248 0.012 0.149 0.034 0.123
H -1.275 0.046 1.323 0.045 -0.030 -0.097 0.115
H -1.899 -1.334 0.397 0.102 0.104 -0.001 0.116
H -1.507 -0.081 -1.759 -0.031 0.031 0.058 0.132
```
Forces are in eV/Å.

Results
- calculated total energy (Ha) = -307.6483
- SMILES = COCCC=O
- HOMO-LUMO gap (Ha) = 0.3963


Entry 3:
# C4H8O2

An isolated molecule of C4H8O2 (the ωB97M-V functional and the def2-TZVPD basis, the OMol25 dataset).

```
14
Properties=species:S:1:pos:R:3:forces:R:3:lowdin_charge:R:1
C 0.304 1.012 1.983 0.092 0.105 0.029 -0.091
C -0.529 0.038 1.152 0.015 -0.023 -0.012 -0.149
C 0.117 -0.280 -0.174 0.381 -0.114 0.070 -0.519
O 1.248 -0.689 -0.289 -0.326 0.157 -0.037 0.099
O -0.713 -0.116 -1.218 0.023 -0.053 0.124 -0.040
C -0.209 -0.618 -2.458 0.047 -0.104 -0.272 -0.052
H 0.008 0.980 3.036 -0.002 0.031 -0.180 0.073
H 1.365 0.759 1.919 -0.132 -0.010 0.022 0.076
H 0.174 2.036 1.622 0.050 -0.072 0.048 0.078
H -0.564 -0.929 1.670 -0.193 0.148 -0.065 0.126
H -1.543 0.409 0.987 0.122 -0.162 0.106 0.115
H -1.044 -0.574 -3.156 0.085 0.004 0.071 0.091
H 0.626 -0.020 -2.833 -0.125 -0.019 0.165 0.096
H 0.130 -1.648 -2.327 -0.038 0.112 -0.070 0.095
```
Forces are in eV/Å.

Results
- calculated total energy (Ha) = -307.6974
- SMILES = CCC(=O)OC
- HOMO-LUMO gap (Ha) = 0.4183


Entry 4:
# C4H8O2

An isolated molecule of C4H8O2 (the ωB97M-V functional and the def2-TZVPD basis, the OMol25 dataset).

```
14
Properties=species:S:1:pos:R:3:forces:R:3:lowdin_charge:R:1
C 2.486 -0.248 0.034 0.145 -1.628 0.961 -0.095
O 1.016 -0.480 -0.092 2.296 1.256 -0.055 -0.202
C 0.379 0.783 -0.131 1.835 1.155 -0.351 -0.244
C -1.100 0.661 -0.160 1.699 -1.995 0.984 -0.277
C -1.804 -0.561 -0.521 -2.518 1.032 0.679 -0.073
O -1.524 -0.237 0.899 -0.943 0.089 -1.953 -0.038
H 2.859 0.077 -1.000 -0.168 -0.689 1.576 0.092
H 2.791 0.558 0.833 -0.986 -1.312 -1.461 0.099
H 2.954 -1.306 0.475 -1.177 2.843 -1.650 0.134
H 0.799 1.572 -0.870 -0.674 -1.697 -0.059 0.148
H 0.710 1.335 0.759 -0.663 -0.167 0.581 0.115
H -1.484 1.627 -0.192 -1.544 1.387 -0.078 0.121
H -1.426 -1.451 -0.947 1.284 -0.600 -0.008 0.093
H -2.899 -0.497 -0.848 1.414 0.326 0.834 0.128
```
Forces are in eV/Å.

Results
- calculated total energy (Ha) = -307.5721
- SMILES = COC[C@H]1CO1
- HOMO-LUMO gap (Ha) = 0.4002


Largest force on an atom (eV Å⁻¹)
0.3 0.5 0.4 3.5
Energy above the lowest of the compared OMol25 structures with the same formula, charge and spin (eV)
5.267 1.745 0.408 3.818